Record 1
Entry from the Open Molecules 2025 dataset: an isolated ion of composition C5H5F2N2 and charge +1 at a distorted geometry (ωB97M-V with the def2-TZVPD basis set).

SMILES: Cc1cc(F)[n+](F)cn1
Frontier orbital gap, hartree: 0.3590
Charge: +1
E_HOMO, eV: -15.45
Molecular weight, g mol⁻¹: 131.11
Relative energy (zero: lowest compared OMol25 entry of this formula, charge and spin), eV: 0.0000

Element x y z (Å)
C: -2.233 0.241 0.061
C: -0.783 0.025 0.015
C: 0.150 1.035 -0.043
C: 1.535 0.768 -0.023
F: 2.377 1.765 0.008
N: 1.995 -0.451 -0.023
F: 3.295 -0.751 0.044
C: 0.777 -1.697 -0.037
N: -0.361 -1.276 0.004
H: -2.571 0.695 -0.871
H: -2.762 -0.698 0.200
H: -2.499 0.940 0.853
H: -0.148 2.071 -0.086
H: 1.228 -2.667 -0.100

Force components x, y, z for each atom (eV/Å):
-0.633 0.217 -0.001
0.936 1.034 -0.085
-0.649 -0.623 0.052
0.924 0.438 0.046
-0.245 -0.467 -0.032
-2.752 -2.643 -0.070
-0.162 0.453 -0.040
2.855 2.331 0.073
-0.607 -0.592 -0.059
-0.021 -0.004 -0.102
0.032 0.039 0.033
0.002 -0.010 0.068
0.029 0.085 0.074
0.291 -0.258 0.042

=====

Record 2
Entry from the Open Molecules 2025 dataset: ArH18O9 as an isolated structure (ωB97M-V with the def2-TZVPD basis set).

Frontier orbital gap, hartree: 0.3900
E_HOMO, eV: -10.69
Molecular weight, g mol⁻¹: 202.08
Relative energy (zero: lowest compared OMol25 entry of this formula, charge and spin), eV: 0.5214

Element x y z (Å)
Ar: 0.185 0.670 -0.353
O: 3.155 0.034 -1.635
H: 3.749 -0.143 -2.365
H: 3.727 0.329 -0.926
O: -0.304 -2.076 1.264
H: 0.467 -2.011 0.701
H: -0.851 -2.741 0.845
O: -3.293 0.632 -2.011
H: -3.186 1.075 -1.170
H: -4.153 0.216 -1.956
O: 3.641 3.336 -2.008
H: 3.278 4.022 -1.448
H: 3.505 2.526 -1.516
O: 1.919 -2.194 -0.513
H: 2.007 -1.411 -1.056
H: 2.793 -2.585 -0.512
O: 1.063 1.655 2.525
H: 0.666 1.037 1.910
H: 0.778 2.515 2.217
O: -2.934 1.516 2.432
H: -2.857 1.834 1.532
H: -2.787 0.572 2.366
O: -1.137 -1.743 -1.733
H: -1.773 -1.029 -1.770
H: -0.563 -1.592 -2.484
O: -2.599 -1.231 2.367
H: -2.700 -1.573 3.255
H: -1.797 -1.641 2.042

Force components x, y, z for each atom (eV/Å):
-0.054 0.165 -0.190
-0.155 0.195 -0.097
0.152 -0.009 -0.350
0.160 -0.038 0.380
-0.408 -0.164 0.684
0.573 -0.043 -0.436
0.038 -0.254 -0.463
0.358 -0.136 -0.163
0.016 0.161 0.240
-0.276 -0.146 -0.017
0.172 0.026 -0.184
-0.075 0.226 0.111
-0.178 -0.238 0.016
-0.387 -0.426 0.239
0.194 0.430 -0.219
0.141 -0.125 0.108
0.369 0.002 0.193
-0.159 -0.182 0.069
-0.146 0.206 0.013
-0.129 0.869 0.033
-0.008 0.158 -0.096
0.153 -0.872 0.046
0.113 -0.409 0.131
-0.428 0.384 -0.075
0.123 -0.043 -0.196
-0.799 0.053 0.181
-0.139 -0.004 0.259
0.779 0.215 -0.217

=====

Record 3
Entry from the Open Molecules 2025 dataset: a 9-piece molecular cluster, C22H54Cl10NO13P3 overall at a distorted geometry (ωB97M-V with the def2-TZVPD basis set).

SMILES: COP(=O)(OC)OC.COP(=O)(OC)OC.COP(=O)(OC)OC.CNC(C)=O.ClCCCl.ClCCCl.ClCCCl.ClCCCl.ClCCCl
Frontier orbital gap, hartree: 0.3498
E_HOMO, eV: -9.46
Molecular weight, g mol⁻¹: 988.12

Element x y z (Å)
C: 0.898 3.022 3.057
O: 1.454 1.833 2.496
P: 2.996 1.707 1.906
O: 3.481 0.368 1.401
O: 3.030 2.800 0.733
C: 4.021 2.949 -0.243
O: 3.845 2.498 3.087
C: 4.630 1.819 4.010
H: 0.369 2.860 3.996
H: 0.135 3.471 2.420
H: 1.644 3.799 3.230
H: 4.888 3.304 0.314
H: 3.926 3.693 -1.034
H: 4.490 1.985 -0.440
H: 4.580 2.358 4.956
H: 5.666 1.726 3.684
H: 4.260 0.807 4.178
C: -2.020 -0.909 -4.930
O: -1.498 -0.007 -5.857
P: -0.359 1.078 -5.503
O: -0.008 2.027 -6.566
O: -0.746 1.673 -4.070
C: -0.231 3.023 -3.662
O: 0.884 0.073 -5.187
C: 1.599 -0.542 -6.244
H: -2.041 -0.612 -3.882
H: -1.455 -1.806 -5.183
H: -2.988 -1.360 -5.148
H: 0.308 2.901 -2.723
H: -0.969 3.804 -3.477
H: 0.305 3.550 -4.452
H: 2.113 -1.461 -5.962
H: 2.347 0.109 -6.698
H: 0.971 -0.895 -7.061
C: 5.595 -0.925 -0.779
O: 5.593 -0.056 -1.934
P: 4.505 -0.224 -3.101
O: 4.577 0.922 -4.066
O: 4.954 -1.750 -3.670
C: 6.059 -1.931 -4.549
O: 3.128 -0.561 -2.264
C: 2.028 0.403 -2.388
H: 5.561 -0.375 0.161
H: 6.402 -1.649 -0.890
H: 4.725 -1.579 -0.708
H: 5.535 -2.303 -5.429
H: 6.634 -2.726 -4.073
H: 6.677 -1.047 -4.704
H: 2.198 1.188 -3.126
H: 1.809 1.046 -1.535
H: 1.114 -0.121 -2.666
C: 1.578 -3.176 2.618
N: 0.362 -3.846 2.769
C: -0.242 -4.303 3.910
C: -1.414 -5.233 3.701
O: 0.270 -4.158 5.048
H: 2.173 -3.144 3.531
H: 1.296 -2.142 2.422
H: 2.198 -3.583 1.820
H: -0.142 -4.103 1.931
H: -2.256 -4.952 4.333
H: -1.006 -6.175 4.067
H: -1.649 -5.397 2.649
Cl: -7.928 0.516 -0.776
C: -6.525 1.237 -1.576
C: -6.332 0.693 -2.996
Cl: -4.868 -0.373 -3.222
H: -5.565 1.043 -1.099
H: -6.505 2.311 -1.390
H: -6.187 1.524 -3.687
H: -7.207 0.124 -3.310
Cl: -2.151 -4.116 -0.135
C: -3.403 -2.781 -0.413
C: -4.337 -3.235 -1.562
Cl: -3.504 -3.471 -3.121
H: -2.927 -1.820 -0.609
H: -3.972 -2.651 0.508
H: -5.071 -2.437 -1.673
H: -4.697 -4.226 -1.285
Cl: -5.319 4.984 4.649
C: -4.495 3.422 4.867
C: -2.924 3.436 4.423
Cl: -2.831 3.661 2.724
H: -5.064 2.645 4.358
H: -4.577 3.202 5.932
H: -2.353 2.558 4.727
H: -2.463 4.297 4.906
Cl: -1.201 -0.719 7.723
C: -0.855 -1.554 6.269
C: -0.425 -0.657 5.096
Cl: 1.171 0.090 5.273
H: -1.768 -2.122 6.097
H: -0.056 -2.184 6.660
H: -1.130 0.170 5.015
H: -0.392 -1.226 4.166
Cl: -2.288 2.256 -1.549
C: -2.343 1.333 -0.087
C: -1.030 0.688 -0.105
Cl: -0.792 -0.471 1.300
H: -3.130 0.594 -0.238
H: -2.477 1.993 0.771
H: -0.188 1.331 0.152
H: -0.676 0.190 -1.008

Force components x, y, z for each atom (eV/Å):
-0.028 1.037 -0.009
1.821 -0.655 -1.110
0.074 0.302 -0.149
-1.197 2.364 1.759
-2.344 0.084 0.827
3.347 -0.601 1.588
-1.403 -0.371 -2.494
0.524 -1.067 1.052
0.399 -0.720 0.125
0.158 -0.319 -0.533
0.189 -0.190 0.023
0.309 0.861 0.124
-1.122 -0.601 -0.016
-0.863 -0.307 -1.327
0.094 0.025 -0.065
0.025 0.196 -0.083
-0.031 -0.089 0.089
0.268 -2.509 0.000
-0.260 2.853 -0.341
1.117 -1.324 -0.543
-0.771 -0.227 0.436
0.460 1.307 -0.279
-0.016 -0.099 -0.423
-0.522 0.454 0.616
0.312 -0.412 -1.280
0.477 0.128 -0.163
0.669 -0.340 1.274
-0.618 1.295 -0.564
0.241 -0.154 -0.399
-1.050 -0.887 0.143
0.702 -0.920 -0.143
-0.049 0.223 0.927
-0.099 0.312 0.297
-0.527 0.336 0.003
-0.457 -0.976 -0.203
-0.608 0.275 0.266
1.119 -1.021 -0.277
-0.563 -2.064 1.544
-2.049 2.825 1.651
-0.654 -0.553 0.172
0.571 1.435 -1.399
-0.299 0.443 -0.507
0.523 0.266 -0.323
0.464 0.499 0.266
-0.401 0.308 -0.407
0.933 0.116 -0.536
0.289 0.031 -0.346
-0.226 0.019 -0.118
0.433 -0.573 -0.587
0.606 -0.790 0.983
0.310 -0.191 0.007
1.070 1.738 0.360
-2.582 -2.103 0.545
2.332 -0.025 1.404
0.545 -0.057 0.117
-1.209 0.203 -2.074
-0.240 -0.347 0.119
0.761 0.322 -0.422
-0.183 0.033 -0.060
0.155 0.265 -0.045
-0.028 -0.038 -0.269
-0.271 -0.157 0.151
-0.379 0.300 0.117
0.220 -0.029 0.227
1.614 -0.180 0.098
-0.234 0.729 -0.401
-0.802 0.596 0.334
-0.280 -0.859 0.726
-0.870 0.177 -0.942
0.038 -0.167 -0.042
0.249 -0.021 0.014
-0.637 1.091 0.006
0.130 -0.794 -0.675
0.948 0.112 1.155
0.051 0.211 0.143
0.415 -0.338 -0.186
-0.008 -0.345 -0.030
-0.268 -0.497 -0.167
-0.527 0.339 -0.136
0.315 -0.145 -0.227
1.758 -0.604 0.261
-2.280 0.592 1.900
0.234 0.161 -1.505
0.213 0.206 -0.301
0.287 0.039 -0.020
-0.484 -0.200 -0.025
-0.056 -0.006 -0.027
-0.724 1.965 1.864
1.055 -0.738 -0.547
-0.709 -0.434 0.370
0.247 -0.052 0.335
0.389 -0.147 -0.713
-0.045 -0.498 -1.206
-0.044 -0.115 -0.196
-0.126 -0.020 0.132
-0.682 1.361 -1.142
-0.457 -0.489 0.017
2.989 -1.120 1.675
-0.594 -0.196 -0.358
-0.156 0.129 0.504
-0.192 -0.371 -0.087
-0.403 0.731 -0.287
-0.822 -0.246 -0.038

=====

Record 4
Entry from the Open Molecules 2025 dataset: C31H31AsFN5O2S2SeTi as an isolated structure at a distorted geometry (ωB97M-V with the def2-TZVPD basis set).

Multiplicity: 2
Frontier orbital gap (alpha / beta), hartree: 0.2248 / 0.2249
Charge: +1
E_HOMO (alpha / beta), eV: -10.24 / -10.25
Molecular weight, g mol⁻¹: 790.50
Relative energy (zero: lowest compared OMol25 entry of this formula, charge and spin), eV: 0.1485

Element x y z (Å)
Ti: -1.033 0.040 0.061
C: 4.654 5.757 -0.217
C: 3.369 4.998 -0.075
C: 3.359 3.605 -0.121
C: 2.179 2.896 -0.002
C: 0.990 3.591 0.154
C: 0.966 4.979 0.209
C: 2.159 5.671 0.091
S: -0.503 2.705 0.377
O: -0.850 1.975 -0.884
O: -1.507 3.607 0.865
N: -0.182 1.432 1.304
C: -0.584 1.272 2.643
C: -0.580 2.227 3.623
C: -0.961 1.913 4.947
C: -1.329 0.648 5.298
C: -1.380 -0.365 4.309
C: -1.784 -1.690 4.582
C: -1.883 -2.603 3.569
C: -1.603 -2.186 2.256
N: -1.199 -0.965 1.978
C: -1.050 -0.045 2.979
H: 5.497 5.181 0.161
H: 4.614 6.706 0.316
H: 4.851 5.977 -1.268
H: 4.289 3.068 -0.252
H: 2.188 1.815 -0.026
H: 0.030 5.502 0.345
H: 2.152 6.753 0.134
H: -0.256 3.233 3.391
H: -0.939 2.698 5.691
H: -1.597 0.404 6.317
H: -2.018 -1.969 5.602
H: -2.194 -3.622 3.745
H: -1.719 -2.862 1.412
C: 0.636 -4.869 -3.279
As: -0.318 -5.246 -1.642
C: -0.848 -7.095 -1.764
C: 1.025 -5.209 -0.254
S: -1.932 -3.961 -1.312
H: 1.576 -5.418 -3.301
H: 0.827 -3.799 -3.327
H: 0.014 -5.165 -4.123
H: -0.007 -7.711 -2.078
H: -1.661 -7.173 -2.483
H: -1.206 -7.422 -0.790
H: 1.466 -4.215 -0.219
H: 1.796 -5.948 -0.467
H: 0.553 -5.434 0.700
Se: -4.439 2.236 1.499
N: -5.318 2.240 -0.028
C: -4.739 1.346 -0.808
C: -5.127 1.015 -2.142
C: -4.418 0.050 -2.779
C: -3.302 -0.569 -2.135
N: -2.906 -0.307 -0.917
C: -3.639 0.647 -0.228
N: -3.307 0.953 1.020
H: -5.962 1.525 -2.603
H: -4.653 -0.260 -3.786
H: -2.732 -1.323 -2.669
F: 4.736 1.660 -2.847
C: 3.709 0.936 -2.359
C: 2.474 1.025 -2.971
C: 1.420 0.292 -2.447
C: 1.575 -0.512 -1.316
C: 0.432 -1.262 -0.723
C: 2.849 -0.583 -0.741
C: 3.921 0.131 -1.256
H: 2.348 1.659 -3.837
H: 0.455 0.354 -2.938
H: 0.758 -1.980 0.032
H: -0.118 -1.808 -1.501
H: 3.006 -1.209 0.129
H: 4.909 0.063 -0.821

Force components x, y, z for each atom (eV/Å):
1.271 -0.579 0.031
0.065 0.046 -0.013
-0.078 0.006 0.009
-0.016 -0.010 -0.011
0.102 -0.102 -0.092
-0.135 0.063 0.093
-0.018 0.029 -0.060
0.004 -0.034 -0.014
0.135 -0.001 0.097
-0.106 0.027 0.299
0.068 -0.069 0.018
-0.639 -0.145 0.024
-0.118 -0.107 0.262
0.160 0.038 -0.108
-0.005 -0.038 0.028
0.016 0.001 -0.025
0.009 0.105 0.003
-0.013 -0.084 -0.067
0.039 0.089 -0.052
0.003 -0.033 0.037
-0.030 0.344 -0.184
0.120 0.106 0.191
-0.003 -0.002 0.001
0.003 0.003 -0.001
-0.008 -0.005 -0.007
0.015 -0.005 0.012
-0.025 -0.007 0.012
-0.013 -0.011 0.021
-0.001 0.014 0.008
-0.005 0.005 -0.032
0.007 0.000 0.015
0.004 0.008 0.015
-0.016 0.007 0.009
-0.011 -0.005 0.027
0.003 0.011 0.012
-0.019 -0.007 0.089
0.008 0.010 -0.052
-0.022 0.008 0.004
-0.023 -0.004 -0.052
-0.057 -0.011 0.079
-0.007 -0.015 -0.007
0.012 -0.002 0.011
-0.016 0.019 0.010
0.013 0.009 0.003
0.022 0.012 -0.006
0.002 0.022 -0.005
0.001 0.011 -0.001
-0.001 0.004 -0.007
-0.019 0.015 -0.015
0.086 -0.028 -0.005
0.089 0.023 0.210
-0.160 -0.018 -0.147
0.023 -0.021 0.022
0.108 -0.053 0.176
-0.028 -0.278 -0.161
-0.459 0.650 -0.055
0.066 -0.367 0.195
-0.254 0.135 -0.736
-0.010 0.014 0.007
-0.037 0.013 -0.012
0.043 0.046 0.022
0.002 -0.013 -0.004
-0.030 -0.024 0.015
0.092 -0.025 0.051
-0.035 0.005 -0.059
0.232 -0.065 0.159
-0.231 0.209 -0.364
-0.049 0.059 0.004
0.008 0.039 -0.092
-0.001 0.006 -0.016
-0.015 0.008 0.050
-0.064 -0.001 0.021
-0.043 -0.059 0.089
-0.018 -0.012 0.004
0.005 0.021 0.016

=====

E_tot, respectively: -502.37588, -1215.45305, -7529.67930, -8006.94234 a.u..